Here is a 11-piece molecular cluster, C46H82N2O9 overall at a distorted geometry from the Open Molecules 2025 dataset. Energies are from ωB97M-V/def2-TZVPD.

Its HOMO-LUMO gap is 9.795 eV. The LUMO energy is 0.0235 Eh. The SMILES is c1ccncc1.c1ccncc1.C1CCOC1.C1CCOC1.C1CCOC1.C1CCOC1.C1CCOC1.C1CCOC1.C1CCOC1.C1CCOC1.C1CCOC1. The relative energy (zero: lowest compared OMol25 entry of this formula, charge and spin) comes out at 66.2 kcal/mol.

Bonds (Å) are listed after each position.
Geometry (Å):
1 C -1.792 0.811 -5.906  C2 1.445, C6 1.428, H7 1.080
2 C -1.295 1.941 -5.155  C1 1.445, C3 1.428, H8 1.080
3 C -0.117 1.775 -4.365  C2 1.428, N4 1.334, H9 1.080
4 N 0.575 0.634 -4.354  C3 1.334, C5 1.369
5 C 0.044 -0.461 -4.982  N4 1.369, C6 1.380, H10 1.080
6 C -0.960 -0.350 -5.922  C1 1.428, C5 1.380, H11 1.080
7 H -2.615 1.056 -6.561  C1 1.080
8 H -1.849 2.857 -5.296  C2 1.080
9 H 0.481 2.598 -4.002  C3 1.080
10 H 0.445 -1.464 -4.985  C5 1.080
11 H -1.192 -1.198 -6.550  C6 1.080
12 C 1.972 -4.549 -0.610  C13 1.406, C17 1.383, H18 1.080
13 C 1.093 -4.460 0.484  C12 1.406, C14 1.407, H19 1.080
14 C -0.223 -4.899 0.249  C13 1.407, N15 1.393, H20 1.080
15 N -0.645 -5.519 -0.924  C14 1.393, C16 1.368
16 C 0.265 -5.565 -1.946  N15 1.368, C17 1.394, H21 1.080
17 C 1.594 -5.175 -1.785  C12 1.383, C16 1.394, H22 1.080
18 H 2.938 -4.106 -0.421  C12 1.080
19 H 1.374 -4.004 1.422  C13 1.080
20 H -1.072 -4.685 0.882  C14 1.080
21 H -0.201 -6.022 -2.806  C16 1.080
22 H 2.364 -5.377 -2.514  C17 1.080
23 C -0.714 4.888 0.194  C24 1.517, C27 1.553, H28 1.090, H29 1.090
24 C -0.254 6.306 -0.089  C23 1.517, C25 1.485, H30 1.090, H31 1.090
25 C 0.674 6.066 -1.223  C24 1.485, O26 1.461, H32 1.090, H33 1.090
26 O -0.048 5.003 -1.918  C25 1.461, C27 1.370
27 C -1.058 4.381 -1.233  C23 1.553, O26 1.370, H34 1.090, H35 1.090
28 H -1.589 5.060 0.820  C23 1.090
29 H -0.067 4.258 0.806  C23 1.090
30 H 0.141 6.810 0.793  C24 1.090
31 H -1.196 6.757 -0.401  C24 1.090
32 H 1.602 5.683 -0.798  C25 1.090
33 H 0.803 6.948 -1.850  C25 1.090
34 H -1.059 3.293 -1.296  C27 1.090
35 H -2.014 4.778 -1.574  C27 1.090
36 C -1.076 -0.429 -1.238  C37 1.505, C40 1.500, H41 1.090, H42 1.090
37 C 0.378 -0.095 -1.041  C36 1.505, C38 1.542, H43 1.090, H44 1.090
38 C 0.577 -0.687 0.369  C37 1.542, O39 1.441, H45 1.090, H46 1.090
39 O -0.692 -1.233 0.777  C38 1.441, C40 1.395
40 C -1.350 -1.633 -0.386  C36 1.500, O39 1.395, H47 1.090, H48 1.090
41 H -1.135 -0.652 -2.304  C36 1.090
42 H -1.786 0.373 -1.037  C36 1.090
43 H 0.516 0.986 -1.031  C37 1.090
44 H 1.092 -0.486 -1.765  C37 1.090
45 H 0.804 0.129 1.056  C38 1.090
46 H 1.312 -1.489 0.302  C38 1.090
47 H -2.412 -1.738 -0.162  C40 1.090
48 H -0.955 -2.587 -0.735  C40 1.090
49 C 3.638 2.377 -3.777  C50 1.487, C53 1.487, H54 1.090, H55 1.090
50 C 3.321 2.004 -2.373  C49 1.487, C51 1.491, H56 1.090, H57 1.090
51 C 2.839 3.280 -1.772  C50 1.491, O52 1.409, H58 1.090, H59 1.090
52 O 3.445 4.273 -2.568  C51 1.409, C53 1.393
53 C 3.325 3.827 -3.882  C49 1.487, O52 1.393, H60 1.090, H61 1.090
54 H 3.066 1.715 -4.426  C49 1.090
55 H 4.696 2.237 -4.003  C49 1.090
56 H 4.313 1.725 -2.018  C50 1.090
57 H 2.626 1.164 -2.333  C50 1.090
58 H 3.039 3.451 -0.714  C51 1.090
59 H 1.766 3.384 -1.932  C51 1.090
60 H 3.945 4.374 -4.593  C53 1.090
61 H 2.265 3.953 -4.102  C53 1.090
62 C -5.790 -1.286 -1.433  C63 1.487, C66 1.504, H67 1.090, H68 1.090
63 C -5.438 -0.984 -0.020  C62 1.487, C64 1.511, H69 1.090, H70 1.090
64 C -5.211 -2.289 0.705  C63 1.511, O65 1.405, H71 1.090, H72 1.090
65 O -5.506 -3.304 -0.220  C64 1.405, C66 1.420
66 C -5.318 -2.712 -1.497  C62 1.504, O65 1.420, H73 1.090, H74 1.090
67 H -5.270 -0.627 -2.128  C62 1.090
68 H -6.876 -1.289 -1.534  C62 1.090
69 H -6.268 -0.458 0.453  C63 1.090
70 H -4.477 -0.484 0.099  C63 1.090
71 H -5.963 -2.477 1.472  C64 1.090
72 H -4.198 -2.485 1.058  C64 1.090
73 H -5.874 -3.286 -2.238  C66 1.090
74 H -4.242 -2.775 -1.664  C66 1.090
75 C -3.229 -4.505 -5.341  C76 1.469, C79 1.539, H80 1.090, H81 1.090
76 C -3.109 -3.926 -3.996  C75 1.469, C77 1.502, H82 1.090, H83 1.090
77 C -1.757 -3.277 -3.919  C76 1.502, O78 1.393, H84 1.090, H85 1.090
78 O -1.004 -3.828 -4.954  C77 1.393, C79 1.449
79 C -1.760 -4.878 -5.606  C75 1.539, O78 1.449, H86 1.090, H87 1.090
80 H -3.590 -3.873 -6.152  C75 1.090
81 H -3.803 -5.425 -5.236  C75 1.090
82 H -3.138 -4.744 -3.277  C76 1.090
83 H -3.951 -3.255 -3.826  C76 1.090
84 H -1.319 -3.550 -2.959  C77 1.090
85 H -1.888 -2.195 -3.946  C77 1.090
86 H -1.609 -5.814 -5.067  C79 1.090
87 H -1.598 -5.004 -6.677  C79 1.090
88 C -2.048 1.731 3.621  C89 1.497, C92 1.544, H93 1.090, H94 1.090
89 C -3.336 1.807 4.382  C88 1.497, C90 1.572, H95 1.090, H96 1.090
90 C -4.358 1.026 3.477  C89 1.572, O91 1.439, H97 1.090, H98 1.090
91 O -3.902 1.430 2.173  C90 1.439, C92 1.474
92 C -2.436 1.577 2.135  C88 1.544, O91 1.474, H99 1.090, H100 1.090
93 H -1.496 0.823 3.865  C88 1.090
94 H -1.383 2.580 3.774  C88 1.090
95 H -3.700 2.834 4.346  C89 1.090
96 H -3.323 1.455 5.413  C89 1.090
97 H -5.401 1.243 3.708  C90 1.090
98 H -4.301 -0.058 3.383  C90 1.090
99 H -1.953 2.374 1.570  C92 1.090
100 H -2.131 0.661 1.627  C92 1.090
101 C -0.036 -2.370 4.994  C102 1.566, C105 1.493, H106 1.090, H107 1.090
102 C 0.323 -2.577 6.504  C101 1.566, C103 1.499, H108 1.090, H109 1.090
103 C 1.637 -1.877 6.677  C102 1.499, O104 1.464, H110 1.090, H111 1.090
104 O 1.740 -0.982 5.523  C103 1.464, C105 1.372
105 C 0.731 -1.148 4.608  C101 1.493, O104 1.372, H112 1.090, H113 1.090
106 H -1.069 -2.411 4.649  C101 1.090
107 H 0.434 -3.166 4.415  C101 1.090
108 H 0.561 -3.626 6.686  C102 1.090
109 H -0.408 -2.303 7.264  C102 1.090
110 H 2.442 -2.610 6.627  C103 1.090
111 H 1.720 -1.389 7.648  C103 1.090
112 H 1.019 -1.219 3.559  C105 1.090
113 H 0.023 -0.322 4.674  C105 1.090
114 C 2.842 2.438 4.849  C115 1.499, C118 1.508, H119 1.090, H120 1.090
115 C 2.912 3.931 4.960  C114 1.499, C116 1.548, H121 1.090, H122 1.090
116 C 2.189 4.487 3.710  C115 1.548, O117 1.437, H123 1.090, H124 1.090
117 O 1.217 3.460 3.459  C116 1.437, C118 1.502
118 C 1.535 2.163 4.148  C114 1.508, O117 1.502, H125 1.090, H126 1.090
119 H 2.903 1.990 5.841  C114 1.090
120 H 3.657 2.056 4.235  C114 1.090
121 H 3.977 4.155 5.022  C115 1.090
122 H 2.393 4.113 5.901  C115 1.090
123 H 2.737 4.445 2.768  C116 1.090
124 H 1.671 5.437 3.845  C116 1.090
125 H 1.629 1.366 3.410  C118 1.090
126 H 0.910 1.971 5.020  C118 1.090
127 C 5.572 -0.401 0.127  C128 1.520, C131 1.484, H132 1.090, H133 1.090
128 C 5.330 0.211 1.497  C127 1.520, C129 1.466, H134 1.090, H135 1.090
129 C 4.367 -0.746 2.047  C128 1.466, O130 1.441, H136 1.090, H137 1.090
130 O 4.796 -1.999 1.479  C129 1.441, C131 1.451
131 C 5.710 -1.860 0.361  C127 1.484, O130 1.451, H138 1.090, H139 1.090
132 H 6.560 -0.028 -0.142  C127 1.090
133 H 4.766 -0.167 -0.568  C127 1.090
134 H 4.934 1.218 1.369  C128 1.090
135 H 6.340 0.205 1.909  C128 1.090
136 H 3.360 -0.610 1.653  C129 1.090
137 H 4.399 -0.616 3.129  C129 1.090
138 H 5.426 -2.306 -0.593  C131 1.090
139 H 6.751 -1.957 0.669  C131 1.090